Computed, not measured: a cluster of 4 separate species, C19H36BN3O5S in total, with ωB97M-V with the def2-TZVPD basis set.

Each line ends with the Löwdin charge.
CARTESIAN COORDINATES (ANGSTROEM)
C1 4.28 -2.74 -0.18  -0.083
C2 2.89 -2.53 -0.78  -0.187
C3 1.91 -1.67 0.04  -0.264
C4 2.52 -0.44 0.68  -0.158
O1 3.07 0.43 -0.34  -0.215
S1 1.98 1.15 -1.25  0.610
O2 2.72 1.83 -2.26  -0.264
O3 1.09 1.88 -0.39  -0.280
C5 1.14 -0.24 -1.93  -0.198
C6 0.71 -1.21 -0.83  -0.181
B1 -0.17 -2.43 -1.35  -0.619
O4 -0.38 -2.64 -2.70  0.178
O5 -0.65 -3.33 -0.43  0.020
C7 -1.85 -3.04 0.27  -0.051
H1 4.99 -3.03 -0.96  0.075
H2 4.28 -3.53 0.57  0.076
H3 4.68 -1.83 0.28  0.063
H4 2.99 -2.13 -1.79  0.111
H5 2.42 -3.51 -0.90  0.122
H6 1.51 -2.30 0.84  0.155
H7 1.77 0.12 1.24  0.126
H8 3.35 -0.66 1.36  0.121
H9 0.27 0.16 -2.45  0.078
H10 1.82 -0.66 -2.66  0.112
H11 0.04 -0.65 -0.16  0.144
H12 -0.96 -2.03 -3.16  0.109
H13 -2.06 -3.87 0.93  0.052
H14 -1.75 -2.13 0.87  0.094
H15 -2.69 -2.92 -0.41  0.098
C8 -0.84 -7.90 1.17  -0.106
C9 -0.70 -7.44 2.61  -0.261
C10 -2.06 -7.30 3.32  -0.191
C11 -2.91 -6.31 2.65  -0.228
N1 -3.59 -5.55 2.11  0.154
H16 -1.39 -7.18 0.57  0.071
H17 0.14 -8.03 0.71  0.073
H18 -1.36 -8.86 1.11  0.077
H19 -0.18 -6.49 2.65  0.110
H20 -0.11 -8.16 3.18  0.107
H21 -1.93 -6.98 4.35  0.117
H22 -2.59 -8.25 3.32  0.121
C12 -0.54 4.73 -1.95  -0.100
C13 -1.31 4.39 -3.22  -0.249
C14 -2.54 3.52 -2.94  -0.179
C15 -2.15 2.26 -2.32  -0.199
N2 -1.75 1.30 -1.83  0.182
H23 -0.16 3.82 -1.48  0.051
H24 0.31 5.37 -2.17  0.077
H25 -1.19 5.24 -1.24  0.050
H26 -0.66 3.88 -3.93  0.111
H27 -1.66 5.31 -3.71  0.107
H28 -3.09 3.30 -3.86  0.116
H29 -3.23 4.04 -2.26  0.123
C16 0.07 6.13 2.67  -0.106
C17 0.43 7.17 1.62  -0.258
C18 -0.73 8.13 1.31  -0.191
C19 -1.89 7.40 0.78  -0.239
N3 -2.77 6.78 0.37  0.147
H30 -0.74 5.49 2.33  0.072
H31 0.93 5.50 2.89  0.073
H32 -0.24 6.61 3.60  0.076
H33 0.74 6.68 0.70  0.106
H34 1.27 7.78 1.96  0.108
H35 -0.44 8.87 0.57  0.116
H36 -1.05 8.66 2.20  0.119

Summary:
SMILES: CC[C@H]1COS(=O)(=O)C[C@H]1B(O)OC.CCCC#N.CCCC#N.CCCC#N
E in eV: -46507.78120
LUMO level in eV: 0.60
HOMO-LUMO gap in eV: 10.430
Charge: 0


Computed, not measured: a structure of composition C19H36CaF12O18P2 in a non-equilibrium geometry, with ωB97M-V with the def2-TZVPD basis set.

Each line ends with the Löwdin charge.
CARTESIAN COORDINATES (ANGSTROEM)
Ca1 1.46 -0.03 4.64  1.909
P1 -2.28 -1.09 7.92  0.180
F1 -1.66 0.20 7.20  -0.207
F2 -3.78 -0.36 7.98  -0.184
F3 -2.51 -1.68 6.39  -0.225
F4 -2.95 -2.47 8.49  -0.166
F5 -0.88 -1.88 7.68  -0.222
F6 -1.89 -0.51 9.36  -0.146
P2 -0.05 -0.76 0.24  0.218
F7 -0.57 0.41 1.29  -0.232
F8 -0.11 -1.82 1.45  -0.198
F9 -1.63 -1.05 -0.04  -0.157
F10 0.55 -1.95 -0.66  -0.145
F11 0.06 0.37 -0.98  -0.190
F12 1.50 -0.31 0.69  -0.247
C1 1.48 6.55 -5.17  -0.011
C2 0.93 5.14 -5.48  -0.325
C3 -0.52 4.94 -5.96  -0.095
O1 -0.37 4.00 -6.97  0.071
C4 0.92 3.87 -7.32  -0.542
O2 1.37 3.08 -8.09  0.159
O3 1.68 4.68 -6.55  0.067
H1 2.30 6.40 -4.48  0.078
H2 0.75 7.11 -4.58  0.079
H3 1.76 7.10 -6.07  0.092
H4 1.16 4.45 -4.66  0.154
H5 -1.06 5.81 -6.33  0.135
H6 -1.20 4.40 -5.30  0.138
C5 -5.44 -7.00 -7.09  -0.056
O4 -4.07 -6.70 -6.74  -0.033
C6 -3.67 -5.36 -6.93  -0.494
O5 -4.35 -4.47 -7.42  0.104
O6 -2.40 -5.17 -6.45  -0.021
C7 -1.99 -3.82 -6.19  -0.048
H7 -5.90 -6.60 -6.19  0.092
H8 -5.74 -8.04 -7.22  0.091
H9 -5.93 -6.45 -7.89  0.087
H10 -0.94 -3.56 -6.19  0.096
H11 -2.42 -3.60 -5.21  0.097
H12 -2.54 -3.14 -6.84  0.085
C8 2.11 7.73 6.91  -0.014
O7 1.82 6.44 6.33  0.002
C9 2.00 6.06 5.08  -0.621
O8 1.68 4.95 4.72  0.100
O9 2.69 6.97 4.41  0.006
C10 2.77 6.85 3.03  -0.064
H13 2.14 7.61 7.99  0.094
H14 1.34 8.44 6.62  0.103
H15 3.15 7.99 6.71  0.095
H16 3.04 7.80 2.56  0.103
H17 1.80 6.59 2.62  0.100
H18 3.39 6.03 2.68  0.099
C11 5.54 -4.72 6.65  -0.054
O10 5.62 -5.30 5.34  -0.008
C12 4.85 -4.72 4.36  -0.518
O11 4.25 -3.64 4.46  0.061
O12 5.00 -5.46 3.24  0.003
C13 4.42 -5.09 2.02  -0.054
H19 5.93 -5.44 7.37  0.094
H20 4.55 -4.49 7.05  0.096
H21 6.24 -3.89 6.66  0.096
H22 3.33 -5.04 2.09  0.098
H23 4.72 -5.74 1.19  0.102
H24 4.65 -4.07 1.71  0.093
C14 -11.50 -1.97 3.12  -0.051
O13 -10.73 -1.89 4.35  -0.048
C15 -9.33 -1.93 4.39  -0.522
O14 -8.77 -1.64 5.45  0.114
O15 -8.85 -2.16 3.17  -0.021
C16 -7.44 -2.32 3.03  -0.032
H25 -11.15 -1.17 2.47  0.085
H26 -12.57 -1.84 3.22  0.090
H27 -11.23 -2.90 2.62  0.086
H28 -6.86 -1.40 3.07  0.106
H29 -7.23 -2.70 2.03  0.088
H30 -7.11 -3.20 3.57  0.105
C17 5.19 -1.00 -4.49  -0.053
O16 6.28 -0.58 -3.71  -0.013
C18 6.99 0.55 -3.93  -0.538
O17 7.92 0.83 -3.18  0.101
O18 6.66 1.15 -5.12  -0.042
C19 7.18 2.46 -5.42  -0.029
H31 5.43 -0.90 -5.55  0.091
H32 4.39 -0.31 -4.22  0.103
H33 4.95 -2.06 -4.39  0.097
H34 6.98 3.15 -4.59  0.095
H35 6.47 2.83 -6.16  0.090
H36 8.19 2.49 -5.82  0.098

Summary:
E in eV: -126772.68919
Energy relative to the best compared isomer or geometry (same formula, charge and spin) in kcal per mole: 286.67
LUMO level in eV: -5.50
HOMO-LUMO gap in eV: 4.703
Charge: 0


Computed, not measured: a structure of composition C19H36Cl24N2O4P2 in a non-equilibrium geometry, with ωB97M-V with the def2-TZVPD basis set.

Each line ends with the Löwdin charge.
CARTESIAN COORDINATES (ANGSTROEM)
C1 1.20 4.22 1.53  -0.124
C2 1.54 3.03 0.56  -0.238
O1 2.56 2.17 1.09  -0.151
C3 2.09 0.90 1.49  -0.206
C4 1.70 0.98 3.03  -0.254
C5 2.71 0.26 3.90  -0.214
N1 3.63 -0.07 4.50  0.169
C6 0.26 0.29 3.23  -0.456
C7 0.21 -0.18 4.68  -0.267
N2 -0.10 -0.51 5.73  0.172
P1 -1.03 1.61 2.94  0.917
P2 -2.43 0.86 1.43  0.260
O2 -2.51 -0.62 1.44  -0.478
O3 -2.05 1.48 -0.06  -0.261
O4 -3.89 1.62 1.86  -0.313
H1 1.79 4.12 2.47  0.046
H2 1.54 5.17 1.07  0.065
H3 0.12 4.28 1.75  0.031
H4 0.60 2.51 0.31  0.089
H5 1.97 3.48 -0.36  0.116
H6 1.22 0.55 0.89  0.076
H7 2.87 0.13 1.37  0.016
H8 1.57 2.03 3.33  0.115
H9 0.20 -0.56 2.52  0.075
H10 -1.82 1.62 4.13  -0.038
H11 -1.32 0.93 -0.41  -0.026
H12 -3.62 2.55 1.98  0.063
C8 -5.15 -0.13 -1.63  -0.989
Cl1 -4.44 0.01 -0.01  0.717
Cl2 -3.92 -0.65 -2.80  0.485
H13 -5.96 -0.86 -1.61  -0.115
H14 -5.54 0.84 -1.93  0.033
C9 0.84 -0.71 -2.20  -0.975
Cl3 0.15 0.74 -2.94  0.517
Cl4 -0.07 -1.20 -0.77  0.580
H15 0.82 -1.52 -2.93  0.029
H16 1.87 -0.50 -1.91  -0.045
C10 5.15 -1.75 0.04  -0.967
Cl5 4.47 -1.40 1.63  0.615
Cl6 4.46 -0.67 -1.19  0.526
H17 6.22 -1.60 0.07  0.037
H18 4.92 -2.78 -0.22  -0.034
C11 5.28 -3.68 -3.06  -1.020
Cl7 3.96 -4.28 -2.05  0.542
Cl8 6.76 -4.61 -2.80  0.509
H19 5.00 -3.77 -4.10  0.034
H20 5.47 -2.65 -2.81  -0.028
C12 0.58 7.71 3.86  -1.012
Cl9 -0.03 8.03 2.23  0.504
Cl10 0.47 5.98 4.26  0.529
H21 1.61 8.02 3.92  0.026
H22 -0.02 8.26 4.58  0.024
C13 -7.20 2.27 3.41  -1.036
Cl11 -7.97 2.68 4.95  0.502
Cl12 -7.82 3.26 2.09  0.495
H23 -6.13 2.42 3.50  0.007
H24 -7.40 1.22 3.19  0.028
C14 5.23 2.55 -3.68  -1.013
Cl13 3.77 1.69 -3.16  0.482
Cl14 4.95 3.45 -5.17  0.514
H25 5.51 3.24 -2.89  0.030
H26 6.02 1.83 -3.84  0.025
C15 9.96 -3.01 -3.71  -1.032
Cl15 10.80 -2.78 -5.24  0.512
Cl16 8.55 -1.95 -3.58  0.482
H27 9.62 -4.05 -3.65  0.006
H28 10.64 -2.79 -2.89  0.028
C16 -0.81 -3.95 3.57  -0.993
Cl17 -0.74 -3.27 1.94  0.524
Cl18 -2.33 -3.54 4.37  0.542
H29 -0.73 -5.03 3.50  0.027
H30 0.01 -3.56 4.16  0.021
C17 -8.32 -1.03 -4.18  -0.978
Cl19 -8.45 0.73 -4.15  0.516
Cl20 -7.39 -1.64 -2.81  0.609
H31 -9.31 -1.46 -4.15  0.027
H32 -7.81 -1.33 -5.10  0.028
C18 -4.56 -5.73 2.87  -1.055
Cl21 -5.14 -5.50 1.21  0.501
Cl22 -4.57 -7.44 3.32  0.495
H33 -3.55 -5.36 2.94  -0.045
H34 -5.21 -5.18 3.55  0.025
C19 -2.45 -1.25 -6.52  -1.010
Cl23 -1.75 -1.09 -4.90  0.467
Cl24 -1.25 -1.80 -7.69  0.506
H35 -3.26 -1.97 -6.48  0.028
H36 -2.83 -0.28 -6.83  0.029

Summary:
E in eV: -350571.35576
LUMO level in eV: 0.03
HOMO-LUMO gap in eV: 9.449
Charge: 0


Computed, not measured: a cluster of 3 separate species, C19H36FN2O14P2 in total in a non-equilibrium geometry, with ωB97M-V with the def2-TZVPD basis set.

Each line ends with the Löwdin charge.
CARTESIAN COORDINATES (ANGSTROEM)
C1 1.17 -2.25 -0.17  -0.011
C2 1.07 -0.70 0.20  -0.326
O1 2.03 -0.26 0.92  0.019
N1 0.09 0.29 -0.25  0.055
C3 0.63 1.64 -0.39  -0.328
C4 0.99 2.68 0.76  -0.008
O2 0.78 2.06 -1.58  0.007
C5 -1.27 0.19 0.36  -0.295
C6 -2.00 -1.16 -0.20  -0.072
C7 -2.08 -1.35 -1.77  -0.164
F1 -0.84 -1.35 -2.51  -0.120
C8 -1.04 -0.17 1.94  -0.490
O3 -1.70 -1.11 2.53  -0.077
O4 -0.19 0.56 2.75  -0.155
N2 -2.15 1.34 0.26  -0.118
C9 -2.59 1.80 -1.06  -0.130
C10 -4.17 1.54 -1.29  -0.165
O5 -4.74 0.44 -1.09  -0.027
C11 -2.56 2.10 1.40  -0.106
C12 -3.93 1.40 2.18  -0.146
C13 -4.84 2.49 3.07  -0.050
O6 -3.87 1.36 3.68  -0.199
H1 1.10 -2.47 -1.31  0.082
H2 2.23 -2.62 0.11  0.087
H3 0.46 -2.92 0.43  0.093
H4 0.22 2.78 1.59  0.063
H5 1.09 3.72 0.28  0.087
H6 2.05 2.44 1.16  0.098
H7 -1.56 -2.12 0.24  0.104
H8 -3.08 -1.10 0.21  0.126
H9 -2.56 -2.39 -1.96  0.123
H10 -2.78 -0.62 -2.33  0.097
H11 -2.45 2.95 -1.10  0.128
H12 -1.95 1.39 -1.92  0.140
H13 -4.84 2.42 -1.61  0.120
H14 -1.83 2.40 2.21  0.119
H15 -3.06 3.08 1.05  0.124
H16 -4.52 0.54 1.59  0.148
H17 -5.67 2.05 3.73  0.100
H18 -4.36 3.49 3.33  0.086
C14 -1.77 -8.13 0.03  -0.140
O7 -1.74 -8.31 -1.38  -0.341
P1 -1.34 -6.97 -2.38  0.745
O8 -0.53 -6.29 -1.27  -0.255
O9 -2.90 -6.45 -2.32  -0.249
C15 -3.94 -7.40 -2.52  -0.123
O10 -0.93 -5.66 -3.42  -0.247
C16 0.24 -5.89 -4.20  -0.155
H19 -2.21 -9.03 0.47  0.087
H20 -0.76 -8.02 0.42  0.082
H21 -2.38 -7.27 0.31  0.097
H22 -4.35 -7.69 -1.54  0.089
H23 -3.60 -8.28 -3.05  0.078
H24 -4.74 -6.92 -3.09  0.087
H25 0.11 -6.77 -4.84  0.073
H26 1.11 -6.05 -3.54  0.081
H27 0.43 -5.02 -4.82  0.088
C17 5.48 7.92 2.16  -0.146
O11 6.11 6.90 1.41  -0.341
P2 5.19 5.55 0.89  0.743
O12 3.87 6.30 0.91  -0.266
O13 5.44 4.81 2.34  -0.245
C18 6.74 4.83 2.91  -0.124
O14 4.40 4.13 0.31  -0.245
C19 4.39 4.04 -1.11  -0.145
H28 6.25 8.59 2.54  0.086
H29 4.80 8.50 1.54  0.080
H30 4.94 7.49 3.02  0.093
H31 6.79 5.62 3.67  0.086
H32 7.51 5.00 2.16  0.078
H33 6.93 3.87 3.39  0.089
H34 5.42 4.00 -1.49  0.073
H35 3.87 4.90 -1.54  0.083
H36 3.87 3.13 -1.40  0.089

Summary:
E in eV: -73215.04822
LUMO level in eV: -1.17
HOMO-LUMO gap in eV: 2.978
Charge: -1


Among the records above, which one has the lowest charge?
C19H36FN2O14P2


Among the records above, which one has the lowest HOMO-LUMO gap?
C19H36FN2O14P2